(1)
14 unconnected molecules or ions with the total composition C6H38NO14 in a non-equilibrium geometry, computed with wB97M-V/def2-TZVPD.

Structure (XYZ):
```
59
C6H38NO14 | the Open Molecules 2025 dataset | wB97M-V/def2-TZVPD
O 1.08759 1.63812 4.36361
O 1.48348 -3.46974 1.91373
O 0.53616 -4.65400 -0.73727
O -3.28354 3.12827 0.99543
O 0.05837 2.51459 -0.40077
O -1.61749 0.45833 2.56154
O -3.51171 -1.10708 -2.58668
O 0.25203 2.78048 2.05185
O 2.50685 3.37129 -0.31903
O -3.01404 1.69600 -1.41660
O 3.58245 1.29559 1.53062
O -1.07104 -0.13767 4.80008
O 0.63518 -0.27588 -4.70653
O 0.60156 -3.43179 -3.48767
N 0.84859 0.70816 -1.80160
C 1.19179 -0.53552 -1.04052
C -0.54302 -1.46535 0.53276
C 2.20774 -1.39210 -1.86251
C -0.30674 1.54615 -1.33319
C -0.09643 -1.46945 -0.89691
C -1.81266 -1.63791 0.83095
H -1.12600 0.91580 -1.00845
H -0.29541 0.51754 4.68250
H -3.34216 2.59060 1.81883
H 1.45550 -4.34750 -0.85899
H -0.59532 1.96811 -2.30996
H -2.37730 -1.26574 1.68344
H 3.05739 1.91620 0.98385
H -2.84343 2.34365 -0.68672
H 4.39339 1.77355 1.53183
H 0.33941 -2.49744 -3.39087
H 1.22554 -0.53549 -3.98306
H 0.96096 -2.64639 1.79485
H 1.72457 1.17255 -1.97119
H 1.24395 -3.94899 2.74277
H 2.00920 -2.44887 -1.83055
H 0.27416 -4.13504 0.01978
H -1.78759 0.43974 4.52554
H 1.96587 1.34498 4.65309
H 0.40310 2.51164 1.00447
H -3.21593 -0.50141 -1.89477
H -0.02634 0.30607 -4.28001
H 2.05932 4.15738 0.06090
H -1.75939 0.65766 1.63108
H 0.36410 3.73471 1.94632
H 3.22182 -1.13683 -1.56928
H -2.48263 3.62624 1.08405
H -0.91817 1.08915 2.77079
H 1.71292 2.80538 -0.58969
H -0.81763 -1.22657 -1.67206
H -2.45779 -1.87138 -0.00714
H 2.05123 -1.10885 -2.89222
H 1.50351 -0.13505 -0.07269
H 0.08873 -3.68632 -2.69864
H 0.17345 -1.19060 1.29032
H -3.89315 2.08265 -1.57250
H 0.90106 1.58795 3.41056
H 0.23488 -2.49024 -1.08937
H -3.16096 -1.92937 -2.24811
```

Computed properties:
- Total charge: -1
- E_LUMO: 2.551 eV
- Kohn-Sham gap: 0.2909 hartree
- Highest occupied orbital energy: -5.4 eV
- ΔE to the lowest compared entry with this formula, charge and spin: 122.4 kcal per mole


(2)
14 unconnected molecules or ions with the total composition C6H38NO14 in a non-equilibrium geometry, computed with wB97M-V/def2-TZVPD.

Structure (XYZ):
```
59
C6H38NO14 | the Open Molecules 2025 dataset | wB97M-V/def2-TZVPD
O 2.06865 2.74590 -0.37558
O -0.69084 2.77012 -2.37852
O -0.46420 -2.64949 1.75546
O 2.91788 -0.76622 -3.29517
O -2.97640 -2.78244 0.66783
O -1.77218 0.93283 3.25155
O 1.85927 2.33749 -3.20717
O -1.52354 3.09531 0.09534
O -3.55119 -0.99721 2.77615
O 0.83695 -1.04529 3.55326
O 0.83829 1.87442 4.23292
O 2.73547 -0.71022 1.87671
O 0.38266 -3.90278 -0.66640
O 0.42349 1.85284 1.57371
N 2.52161 -0.10282 -0.91358
C 1.77007 -0.99005 -2.99341
C -3.40294 -0.98489 -2.58997
C -2.15881 -0.73381 -1.79334
C 1.37341 -0.89537 -1.50048
C 0.13342 0.06259 -1.40691
C -0.97349 -0.44702 -2.31437
H 1.78125 2.03048 4.14019
H 0.00559 -0.98676 3.08785
H -0.92409 -0.21124 -3.37594
H 3.43512 -0.34625 -1.29118
H -2.24743 -0.91313 -0.72821
H 1.31133 -1.80382 -0.90956
H 2.70910 2.78719 -3.18033
H -3.56279 -2.07184 -2.58737
H -1.78865 3.89961 -0.35833
H 1.00818 -4.57036 -0.35432
H 2.31111 -0.29088 2.66247
H 1.07097 -1.18649 -3.81254
H -4.09045 -0.28219 2.42454
H 1.36841 2.60879 0.29992
H -1.15126 0.96207 2.50740
H -0.06133 -2.95254 0.91515
H -0.24419 2.45514 1.29054
H 0.55528 1.84302 2.55218
H 1.18612 -1.86903 3.20061
H -1.17836 2.72716 -0.76918
H 3.47927 -1.07347 2.37533
H 0.56764 1.00587 -1.67990
H -3.31463 -2.30858 1.44206
H -2.77558 -0.54205 3.15551
H 1.69719 3.41745 -0.95806
H 1.59839 2.14632 -4.11415
H -3.28986 -3.66824 0.79650
H -1.35832 -2.62793 1.33449
H -0.20935 0.04824 -0.37377
H -4.37120 -0.58221 -2.30840
H 2.56203 -0.06931 0.11608
H 0.21129 2.60904 -2.71853
H 2.40913 0.91101 -1.09877
H -1.34950 2.50337 -3.01688
H -3.34181 -0.57281 -3.60122
H 0.72746 0.92602 4.35938
H -1.43482 1.66684 3.77182
H -0.39169 -4.43413 -0.81056
```

Computed properties:
- Total charge: +1
- E_LUMO: -2.527 eV
- Kohn-Sham gap: 0.3572 hartree
- Highest occupied orbital energy: -12.2 eV
- ΔE to the lowest compared entry with this formula, charge and spin: 69.3 kcal per mole


(3)
15 unconnected molecules or ions with the total composition C6H38O15 in a non-equilibrium geometry, computed with wB97M-V/def2-TZVPD.

Structure (XYZ):
```
59
C6H38O15 | the Open Molecules 2025 dataset | wB97M-V/def2-TZVPD
O -0.85566 -3.55032 0.35837
O 3.31847 0.30817 3.20282
O 1.49874 2.81246 1.20336
O -3.12090 1.70732 -1.66592
O -1.85067 2.56542 0.54762
O 2.44290 -0.77191 -3.26284
O 1.28803 -1.34713 2.33841
O -0.62712 -0.37352 4.01736
O -0.99661 2.72060 -2.94357
O -0.50305 1.96136 2.77248
O 1.56249 -2.94949 -1.43143
O 4.16672 -1.67338 -0.39178
O 1.23346 3.19269 -1.31396
O -0.08179 0.16016 -3.31796
O 1.68345 0.04783 -0.86626
C -0.59445 -0.31967 -0.41324
C -1.60221 -0.64566 0.56066
C 0.60316 0.06999 0.01293
C -2.76504 -1.23290 0.22871
C -3.65031 -1.75945 1.30003
C -3.22274 -1.46783 -1.19799
H -2.51506 2.03904 0.11089
H -1.40056 -2.75579 0.16826
H 0.22660 -0.59837 3.61358
H 2.18863 -0.84234 -0.86562
H 4.19757 -1.15125 0.42020
H 2.18173 -1.26054 2.66910
H -0.64458 -0.82706 -1.38340
H -3.81926 -2.85283 1.28416
H -1.21176 -4.19758 -0.27348
H 1.77933 2.62530 -0.77272
H 0.71369 2.64052 1.76483
H 3.54131 -2.40531 -0.18368
H 3.15752 -1.40636 -3.15815
H 3.80156 0.64691 2.43777
H 0.69336 3.73758 -0.72422
H -2.20622 3.37550 0.92109
H 2.60611 -0.18948 -2.49830
H -0.43674 1.37838 3.54782
H -2.27007 1.30278 -1.44977
H -4.64777 -1.26558 1.43892
H 2.29996 2.90717 1.71354
H 1.42709 -2.85858 -2.37444
H -1.09099 1.45409 2.19228
H -0.28059 2.78924 -2.29952
H -2.93860 2.16697 -2.49840
H 0.82926 -3.39663 -1.01960
H 2.60436 0.89127 3.45466
H 0.99947 0.60596 0.92435
H -1.32613 -0.51253 1.59818
H 0.95787 -2.05184 1.77592
H -4.03613 -2.16995 -1.29566
H -0.78986 1.90517 -3.42385
H 0.14565 0.42398 -4.21155
H 0.73650 -0.02007 -2.78491
H -3.42655 -1.43675 2.31248
H -1.28803 -0.98809 3.69650
H -3.65509 -0.52006 -1.49379
H -2.55900 -1.80560 -1.94844
```

Computed properties:
- E_LUMO: -0.171 eV
- Kohn-Sham gap: 0.3034 hartree
- Highest occupied orbital energy: -8.4 eV
- ΔE to the lowest compared entry with this formula, charge and spin: 59.1 kcal per mole


(4)
13 unconnected molecules or ions with the total composition C6H39N2O12 in a non-equilibrium geometry, computed with wB97M-V/def2-TZVPD.

Structure (XYZ):
```
59
C6H39N2O12 | the Open Molecules 2025 dataset | wB97M-V/def2-TZVPD
O -0.19371 2.05307 -1.95798
O -3.90481 -3.00329 -1.31139
O -3.69954 -0.29111 -1.44529
O 2.58641 2.42120 -0.97668
O 1.78812 -0.80727 -1.83018
O -0.35480 -2.42078 -3.95060
O 4.40664 0.17477 -0.89428
O -1.19112 -0.32331 -0.68560
O 3.23936 -2.88780 0.32758
O 3.53734 -0.29649 1.80315
O -2.72826 1.28815 -3.53113
O -2.56066 -2.08747 0.82609
N 0.41015 -2.89446 0.93874
N -0.13177 -1.01201 2.16236
C -1.83013 3.46997 1.41200
C 0.20705 0.05076 3.13315
C 0.92386 1.27154 2.43720
C -0.04700 1.84884 1.49293
C 0.77659 -1.82132 1.63152
C -1.00586 2.64293 2.38781
H -0.66594 0.49406 3.59192
H -2.87717 -2.43927 1.63788
H 2.98416 1.53937 -1.14695
H -1.60534 2.03354 3.13192
H 1.08860 -3.44089 0.52346
H -1.38805 -0.09505 -1.63912
H 0.82653 -0.45736 3.95131
H -0.30439 1.52591 -1.16053
H 1.90812 0.98233 1.86932
H 1.17431 1.95719 3.20723
H 2.84405 2.89621 -1.82364
H 0.52326 2.59719 -1.81509
H 4.17962 0.27105 1.33568
H -0.57723 -2.94822 0.48066
H 0.52376 -2.34501 -4.30311
H -0.32733 1.09884 0.77961
H -2.34489 4.37038 1.93386
H 4.58692 0.75256 -1.67919
H -1.98115 1.70283 -3.29374
H -2.59951 2.97450 0.93435
H -2.73613 1.04880 -4.42632
H 3.96049 -0.27112 2.61758
H 1.81869 -1.46563 -1.15050
H -4.38317 -2.22162 -1.30755
H -1.16473 -1.11765 1.86755
H -1.12510 3.84918 0.59837
H 3.67341 -2.37570 1.08209
H 0.56771 2.41752 0.79837
H 1.93494 -1.63461 1.60668
H 4.09302 -3.18309 -0.10880
H -3.87531 -3.21012 -2.30367
H -3.47983 0.51937 -0.83813
H -1.97570 -0.75776 -0.44484
H -3.06685 -2.30138 0.09003
H -0.86708 -2.80547 -4.51492
H 1.05839 -0.28433 -1.56766
H -3.74792 0.07618 -2.32159
H 3.68687 -0.51138 -1.23022
H -0.56790 3.38271 3.06830
```

Computed properties:
- Total charge: +1
- E_LUMO: -2.307 eV
- Kohn-Sham gap: 0.3878 hartree
- Highest occupied orbital energy: -12.9 eV
- ΔE to the lowest compared entry with this formula, charge and spin: 94.1 kcal per mole


(5)
14 unconnected molecules or ions with the total composition C6H39NO13 in a non-equilibrium geometry, computed with wB97M-V/def2-TZVPD.

Structure (XYZ):
```
59
C6H39NO13 | the Open Molecules 2025 dataset | wB97M-V/def2-TZVPD
O 2.75482 1.65388 1.89749
O 2.02997 2.00314 -2.05602
O 1.43634 -1.71150 -2.39031
O -1.49807 -2.11445 4.01882
O 2.00288 -0.86266 2.98425
O 0.56634 -4.04530 -1.53584
O 0.84968 1.83782 3.92454
O 2.19356 3.56818 0.10112
O -1.64713 0.77419 -3.83059
O 3.93125 0.58235 -0.70518
O -1.67890 -1.98335 -4.21730
O 1.00284 -3.48214 1.96270
O 1.01348 0.25322 -3.94079
N -0.92272 2.74109 1.59768
C -2.36694 2.45558 1.35390
C -3.74632 -2.01586 0.77327
C -1.23543 -0.42498 0.16518
C -3.68215 -0.54912 0.55943
C -2.52879 1.66991 0.03303
C -2.59476 0.20363 0.28481
H -1.92246 -1.19184 -3.71794
H -0.91956 -0.32617 -0.88396
H -0.55250 -0.03050 0.92713
H 1.48996 0.09162 -4.77944
H -0.77040 0.34949 -3.89739
H 1.17973 -0.57209 -3.37344
H -0.71864 -1.99644 -4.05326
H 0.78308 -4.26886 -2.44272
H 1.57031 1.24188 -2.52509
H -4.33136 -2.19343 1.68097
H 1.41264 4.07140 -0.14598
H 0.83809 -2.36505 -2.00956
H 0.13856 1.86446 3.28602
H -0.44946 3.11203 0.77027
H 2.59966 -0.31243 2.44448
H -2.61746 1.79133 2.18512
H -1.63452 1.91421 -0.55039
H -3.30286 2.18641 -0.54856
H -1.40820 1.63237 -3.45164
H -2.91771 3.40426 1.35376
H 1.87893 -1.24308 -1.68852
H 2.26465 2.96535 -0.66977
H -0.79292 3.62834 2.09678
H -1.03824 -1.48112 0.39752
H -1.12139 -2.84980 3.53229
H 1.42106 -0.25758 3.46303
H -4.17972 -2.48286 -0.11957
H 4.74529 1.07878 -0.51168
H 3.49565 0.19312 0.06647
H 1.55548 2.34572 3.49710
H 0.07782 -4.73330 -1.10370
H 2.88764 1.51724 -2.06447
H -0.75000 -1.58157 4.28239
H 3.23252 2.36205 2.34912
H 0.51630 -2.68058 2.12704
H 1.50059 -3.37978 1.16044
H 2.24042 2.20201 1.26485
H -4.56130 0.09734 0.67864
H -2.76828 -2.43790 0.98422
```

Computed properties:
- E_LUMO: -0.186 eV
- Kohn-Sham gap: 0.3160 hartree
- Highest occupied orbital energy: -8.8 eV
- ΔE to the lowest compared entry with this formula, charge and spin: 93.9 kcal per mole


(6)
A molecular structure, C6H3BrClNO10STc in a non-equilibrium geometry, computed with wB97M-V/def2-TZVPD.

Structure (XYZ):
```
24
C6H3BrClNO10STc | the Open Molecules 2025 dataset | wB97M-V/def2-TZVPD
Tc 0.74806 2.40242 -1.17724
Br 0.73918 -4.72240 0.38221
Cl -1.64025 2.48502 -3.69793
S 2.86137 1.41882 0.13235
O 2.25455 1.05865 -1.23803
O 4.14329 1.99965 -0.00584
O -0.79315 2.91061 -0.88399
O -0.46711 1.65055 -3.35016
O 1.32744 3.40671 -2.33485
O -0.05027 0.58926 -0.60451
O -0.72790 1.40125 1.38503
O 1.75203 2.65263 0.35422
O -2.88606 1.75435 -3.87753
O 2.59225 0.43926 1.11551
N -2.06709 -2.45885 2.34417
C -1.78886 -1.22395 1.93974
C 0.01330 -1.96941 0.55106
C -0.76933 -0.93546 1.04380
C -0.52157 0.48094 0.63666
C -0.27398 -3.24765 0.98589
C -1.31809 -3.45106 1.87683
H -2.39818 -0.42201 2.33784
H 0.82091 -1.76834 -0.13867
H -1.55053 -4.45100 2.22344
```

Computed properties:
- E_LUMO (alpha / beta): -4.467 / -4.497 eV
- <S²>: 0.755
- Spin multiplicity: 2
- Kohn-Sham gap (alpha / beta): 0.1842 / 0.1831 hartree
- Highest occupied orbital energy (alpha / beta): -9.5 / -9.5 eV